No. 1
# C3H5N3O3

An isolated molecule of C3H5N3O3 (the ωB97M-V functional and the def2-TZVPD basis, the OMol25 dataset).

Calculated values
orbital gap (alpha / beta) = 0.2477 / 0.2485 Ha
LUMO level (alpha / beta) = 0.06 / -0.16 eV
SMILES = NC(=C=O)N(N)C(=O)O
multiplicity = 1

Element x y z (Å)
C 0.877857 1.311882 -0.009569
C 1.247676 -1.246441 -0.523439
C -0.155390 -0.921308 -0.185790
N -1.556727 0.964535 0.196956
N -1.251070 -1.729126 -0.107833
O 1.995086 1.048575 0.720915
N -0.236695 0.404184 0.111527
O 0.686106 2.472303 -0.361096
O 2.247989 -1.844974 -0.485599
H 2.688490 0.505199 0.314185
H -1.805500 0.915609 1.186455
H -1.464166 1.964375 -0.018869
H -1.160085 -2.633028 -0.555931
H -2.113572 -1.211785 -0.281913

Force components x, y, z for each atom (eV/Å):
-1.95 2.60 1.40
-6.39 0.38 -0.94
6.61 -1.23 -0.24
0.43 0.29 -0.14
-0.60 -0.21 -0.13
0.17 -1.01 -0.53
0.12 2.77 0.57
-0.01 -2.25 -0.04
1.75 -0.86 0.68
-0.30 0.04 -0.11
0.08 0.09 -0.15
0.01 -0.50 -0.22
-0.17 0.29 0.18
0.26 -0.41 -0.34

Here are the Löwdin charges for atoms 1 to 2, given in e: -0.476, -0.139

No. 2
# C3H5N3O3

C3H5N3O3 as an isolated structure (the ωB97M-V functional and the def2-TZVPD basis, the OMol25 dataset).

Calculated values
orbital gap = 0.3395 Ha
LUMO level = -0.07 eV
multiplicity = 1

Element x y z (Å)
C 0.110569 0.725827 -0.497215
C -0.338497 -1.243643 0.585944
C 0.105363 0.232413 0.737885
H 0.716925 2.344140 -1.897938
H 0.696404 2.796670 -0.412601
H 0.476096 -3.292811 -1.570982
H -1.068057 1.119439 2.061578
H 0.203695 0.340887 2.694090
N -0.175017 2.162201 -1.041938
N 0.146396 -1.419293 -0.835077
N 0.047194 1.107626 1.787078
O 0.116575 -0.217636 -1.516659
O -0.550210 -2.558458 -1.570251
O -0.487437 -2.097364 1.476088

Force components x, y, z for each atom (eV/Å):
-0.67 2.25 -3.51
3.33 0.08 1.36
-1.64 -1.63 -2.30
-3.69 -1.39 2.19
-3.78 -2.09 -1.17
-5.04 3.27 -0.19
3.05 0.76 -1.02
0.23 2.90 -2.68
8.53 0.23 0.57
-1.87 -3.44 1.08
-3.62 -3.07 6.77
-0.84 0.56 0.81
6.36 -0.68 1.18
-0.34 2.25 -3.09

Here are the Löwdin charges for atoms 1 to 2, given in e: -0.298, -0.267

No. 3
# C3H5N3O4

An isolated molecule of C3H5N3O4 (the ωB97M-V functional and the def2-TZVPD basis, the OMol25 dataset).

Calculated values
orbital gap = 0.2743 Ha
LUMO level = -0.36 eV
SMILES = Cc1[nH]o[nH]oc1[N+](=O)[O-]
multiplicity = 1

Element x y z (Å)
C 0.702176 -0.182973 -0.227295
C -1.157236 0.089475 -0.130051
C 1.307912 -1.498147 -0.088950
N 1.336066 0.956358 -0.099061
N -0.543494 2.183410 0.506663
N -1.988029 -0.955420 0.014207
O -1.524216 -2.100535 -0.045044
O -3.168843 -0.694835 0.240351
O -1.448079 1.388554 -0.281159
O 0.704382 2.178545 -0.197927
H 1.452237 -1.929621 -1.082053
H 2.270048 -1.456649 0.425239
H 0.605334 -2.160724 0.420557
H 2.317354 1.036325 0.158172
H -0.865609 3.146236 0.386350

Force components x, y, z for each atom (eV/Å):
-6.51 1.55 0.63
7.07 -0.40 -0.37
0.48 -0.29 0.11
-0.20 -0.55 0.13
-0.06 -1.51 0.97
-0.09 0.51 0.23
0.13 -0.64 -0.16
-0.56 -0.02 0.00
-0.33 0.88 -0.26
0.09 0.40 -0.66
-0.03 0.02 -0.04
0.07 -0.02 -0.02
0.05 0.16 0.00
-0.25 0.13 -0.06
0.16 -0.22 -0.50

Here are the Löwdin charges for atoms 1 to 2, given in e: -0.040, -0.122

No. 4
# C3H5N3O4

A 2-piece molecular cluster, C3H5N3O4 overall (the ωB97M-V functional and the def2-TZVPD basis, the OMol25 dataset).

Calculated values
orbital gap = 0.3856 Ha
LUMO level = 0.42 eV
SMILES = N=C=NC(O)(O)O.N=C=O
multiplicity = 1

Element x y z (Å)
C 0.193073 -1.502464 0.291760
C -2.961318 -0.194612 -0.344662
C 1.404163 0.573976 0.183414
N -0.292515 -2.546799 -0.034650
N -2.128946 0.635892 -0.186623
N 0.718039 -0.538597 0.727263
O -3.752007 -1.010818 -0.690267
O 0.490074 1.612684 -0.014699
O 2.287932 1.023933 1.137440
O 1.957308 0.265403 -1.016832
H -1.277964 -2.888235 -0.199474
H -1.925382 1.274822 0.625166
H 0.888342 2.417061 0.317962
H 3.190993 0.561273 0.829314
H 1.208207 0.316481 -1.625117

Force components x, y, z for each atom (eV/Å):
-1.60 -1.29 -0.77
-2.36 -1.87 -1.04
-1.61 0.80 1.02
-1.81 -2.12 -0.72
1.19 2.07 1.79
0.87 1.62 1.58
1.25 0.98 0.73
-0.70 0.03 0.08
4.18 -1.71 -1.79
1.00 -0.18 -0.80
1.91 1.13 0.35
-0.25 -1.33 -1.58
0.29 0.23 0.06
-2.65 1.65 1.40
0.28 -0.01 -0.30

Here are the Löwdin charges for atoms 1 to 2, given in e: -0.333, -0.416

No. 5
# C3H5N3OS

An isolated molecule of C3H5N3OS (the ωB97M-V functional and the def2-TZVPD basis, the OMol25 dataset).

Calculated values
orbital gap = 0.3189 Ha
LUMO level = 0.11 eV
SMILES = OCC1=NN=CNS1
multiplicity = 1

Element x y z (Å)
C -0.010543 1.799118 -0.668663
C -0.382700 0.415594 -0.261454
C 0.108955 -2.001568 0.845184
H -1.154035 1.978702 0.958649
H -0.439157 1.912085 -1.576100
H 1.185437 1.780712 -0.551692
H 0.694258 -2.741141 1.603255
H 1.487738 -2.269754 -0.906252
N -0.502040 0.137949 0.912499
N -0.593456 -1.141684 1.426950
N 0.530168 -1.772799 -0.416052
O -0.773249 2.680939 0.154003
S -0.151377 -0.778153 -1.520327

Force components x, y, z for each atom (eV/Å):
0.99 -0.30 3.92
1.56 0.98 -3.33
2.90 -1.73 1.17
1.73 3.05 -2.93
-0.16 0.75 -3.66
-2.55 0.76 -0.57
-1.75 0.91 -2.54
-3.54 1.64 2.64
-1.37 -0.49 3.04
-1.62 1.14 2.12
6.07 -4.55 -2.26
-0.59 -2.57 3.24
-1.68 0.41 -0.85

Here are the Löwdin charges for atoms 1 to 2, given in e: -0.279, -0.640

No. 6
# C3H5N3OS

An isolated molecule of C3H5N3OS (the ωB97M-V functional and the def2-TZVPD basis, the OMol25 dataset).

Calculated values
orbital gap = 0.3435 Ha
LUMO level = 0.64 eV
SMILES = O/N=C1/CN=CN1S
multiplicity = 1

Element x y z (Å)
C -0.005854 0.575106 0.126592
C -1.511950 0.718455 0.228149
C -1.065505 -1.382684 -0.116498
H 2.584432 2.039103 0.010648
H -1.854671 1.390833 -0.566532
H -1.852808 1.117409 1.208670
H -1.155773 -2.467102 -0.267106
H 2.220719 -1.616319 -0.891377
N 0.791880 1.562502 0.146699
N -2.063058 -0.608229 0.035759
N 0.206137 -0.801991 -0.103541
O 2.124875 1.199941 -0.085739
S 1.581572 -1.727026 0.274276

Force components x, y, z for each atom (eV/Å):
0.12 0.10 0.04
-0.15 0.80 0.35
-0.84 -0.55 -0.15
0.00 0.01 -0.02
-0.07 -0.04 0.25
0.30 -0.09 -0.62
0.19 0.52 0.07
0.04 0.05 -0.23
-0.27 -0.28 0.05
0.52 -0.65 -0.08
0.25 0.28 0.07
0.03 -0.04 -0.01
-0.11 -0.10 0.28

Here are the Löwdin charges for atoms 1 to 2, given in e: -0.351, -0.148

No. 7
# C3H5N3OS

An isolated molecule of C3H5N3OS (the ωB97M-V functional and the def2-TZVPD basis, the OMol25 dataset).

Calculated values
orbital gap = 0.3095 Ha
LUMO level = 0.38 eV
SMILES = Nc1nc(S)c(N)o1
multiplicity = 1

Element x y z (Å)
C 1.266029 -0.697617 -0.013114
C -0.973963 -0.710276 0.227605
C -0.458064 0.638702 0.168157
H 3.121340 -1.675102 0.221769
H 3.134273 0.128242 0.060599
H -3.594067 -1.304928 1.000623
H -2.043516 1.885894 -0.183007
H -0.521310 2.532184 -0.684118
N 2.652840 -0.810128 -0.365476
N 0.293609 -1.498243 0.078796
N -1.080102 1.899736 0.006065
O 0.905307 0.590510 -0.193065
S -2.702375 -0.978976 -0.324833

Force components x, y, z for each atom (eV/Å):
0.40 0.39 -2.02
2.63 3.16 -0.76
-1.28 -1.57 -2.59
-1.61 2.81 -2.02
-1.42 -3.06 -1.37
2.29 0.65 -2.71
-1.28 -0.34 -0.25
-1.50 -1.64 1.82
1.90 -0.53 4.12
-2.03 -1.35 1.01
4.03 0.33 -0.85
-2.30 1.84 2.21
0.18 -0.71 3.40

Here are the Löwdin charges for atoms 1 to 2, given in e: -0.545, -0.547

No. 8
# C3H5N3OS

An isolated molecule of C3H5N3OS (the ωB97M-V functional and the def2-TZVPD basis, the OMol25 dataset).

Calculated values
orbital gap = 0.3270 Ha
LUMO level = 0.35 eV
SMILES = Cc1noc(=S)n1N
multiplicity = 1

Element x y z (Å)
C -0.217134 -2.391268 1.600631
C -0.442201 -1.029981 0.900780
C -0.118763 0.721589 -0.482828
H 0.706266 -2.411789 2.124730
H -1.027332 -2.352111 2.399355
H -0.335318 -3.284046 0.959885
H 1.256351 -1.924147 -1.227178
H 2.185302 -1.094801 -0.062101
N -1.273269 -0.123344 1.316151
N 0.333623 -0.560484 -0.202546
N 1.431238 -1.058854 -0.788016
O -1.113312 0.971705 0.413743
S 0.459292 1.980625 -1.368453

Force components x, y, z for each atom (eV/Å):
-2.52 1.46 0.15
0.93 -0.12 -0.07
0.25 1.01 1.13
0.99 0.00 0.22
0.96 -0.49 -1.00
0.01 0.67 0.20
-0.04 -1.09 -0.46
-0.65 -0.27 -1.30
0.67 -0.95 -1.10
-3.20 1.50 1.02
2.38 0.25 1.35
0.26 -1.01 0.10
-0.06 -0.96 -0.24

Here are the Löwdin charges for atoms 1 to 2, given in e: 0.003, -0.281

No. 9
# C3H5N3OS

An isolated molecule of C3H5N3OS (the ωB97M-V functional and the def2-TZVPD basis, the OMol25 dataset).

Calculated values
orbital gap = 0.3430 Ha
LUMO level = 0.18 eV
SMILES = CN1C=NOC(=S)N1
multiplicity = 1

Element x y z (Å)
C -1.097682 0.562322 1.228481
C 1.618714 0.177900 -1.189673
C -0.533752 -1.238016 -0.207867
H -2.041155 0.068503 1.315991
H -1.375052 1.644840 1.451068
H -0.457600 0.088769 2.055706
H 0.712119 1.617965 -0.163335
H -1.371438 -1.853993 0.181132
N -0.580928 0.139422 -0.096938
N 0.804667 0.650041 -0.139000
N 0.257183 -1.814389 -0.954618
O 1.188149 -1.067974 -1.644319
S 2.876775 1.024609 -1.836629

Force components x, y, z for each atom (eV/Å):
0.10 -0.60 1.39
-1.45 -0.12 0.21
-2.36 0.86 0.55
-0.81 -0.40 0.06
1.11 -1.19 -0.95
-0.63 1.14 -1.01
0.31 1.99 0.02
0.76 0.62 0.04
0.73 1.58 1.43
0.22 -2.30 -1.10
1.30 -2.49 -0.82
1.75 1.90 -0.36
-1.03 -0.99 0.54

Here are the Löwdin charges for atoms 1 to 2, given in e: -0.077, -0.829

no.,strongest force on any atom (eV/Å),calculated total energy (a.u.)
1,6.725,-507.17144
2,8.554,-507.00217
3,7.089,-582.15526
4,4.856,-582.52061
5,7.919,-754.83854
6,1.016,-754.92875
7,4.570,-754.91587
8,3.676,-754.92873
9,2.921,-754.88103